A 10-piece molecular cluster, C10H40N12O10 overall, computed with ωB97M-V/def2-TZVPD.

As for the HOMO-LUMO gap: 0.2986 Ha. Its multiplicity is 1. For the max |F|, the calculation gives 9.97 eV/A. The SMILES is NC(N)=O.NC(N)=O.NC(N)=O.NC(N)=O.NC(N)=O.NC(N)=O.CO.CO.CO.CO. For the highest occupied orbital energy, the calculation gives -8.12 eV. The energy above the lowest of the compared OMol25 structures with the same formula, charge and spin comes out at 198.5 kcal/mol.

CARTESIAN COORDINATES (ANGSTROEM)
N -2.1970 -2.1828 3.3024
C -3.0900 -1.4538 2.6754
N -2.6990 -0.4218 1.9914
O -4.4210 -1.6838 2.9484
H -2.6000 -3.0238 3.6804
H -1.2350 -2.2438 3.0854
H -3.4290 0.0752 1.4454
H -1.7490 -0.2488 1.6544
N -2.5410 -3.6588 -1.2536
C -2.4810 -2.5248 -1.8246
N -2.7510 -2.5758 -3.0706
O -2.2500 -1.3058 -1.1766
H -1.9120 -3.5818 -0.4436
H -2.5430 -4.5438 -1.7396
H -2.7850 -1.6378 -3.5166
H -2.7130 -3.5168 -3.5466
N 1.5680 0.4192 0.4814
C 0.6260 -0.4338 0.2244
N -0.5830 0.0332 0.3164
O 0.9470 -1.6868 -0.0206
H 2.4100 -0.0568 0.1064
H 1.5830 1.3272 0.9474
H -1.4420 -0.5758 -0.0036
H -0.7690 1.0222 0.5604
N -4.4750 3.0122 -1.1916
C -3.5740 2.6522 -0.2986
N -2.3730 2.9892 -0.7876
O -3.8180 1.6062 0.5744
H -5.3650 2.6532 -0.8106
H -4.5720 4.0022 -1.4406
H -1.5580 2.8872 -0.0696
H -2.3390 3.8422 -1.4286
N 3.2490 -3.2388 0.6364
C 4.2470 -2.4588 0.5944
N 5.4740 -2.9328 0.7234
O 4.0970 -1.1028 0.1854
H 2.3390 -2.8348 0.5234
H 3.4120 -4.2228 0.9334
H 6.2910 -2.2928 0.5954
H 5.6710 -3.9168 1.0684
N -0.0160 0.3372 -2.9656
C 1.0690 0.9312 -3.1336
N 1.7510 1.3002 -2.0546
O 1.4950 1.1162 -4.3366
H -0.4570 0.0312 -3.8476
H -0.3480 0.0262 -2.0586
H 2.6060 1.7142 -2.1296
H 1.5400 1.0512 -1.0756
C 2.1440 2.0842 2.9814
O 2.2320 2.7152 1.7054
H 1.5150 1.1492 3.0094
H 1.8050 2.7682 3.6964
H 3.2160 1.9432 3.2354
H 3.1300 3.1072 1.5424
C 0.9690 4.5772 -0.9876
O 0.2600 3.6652 -1.7786
H 1.8470 4.7622 -1.6176
H 1.2960 4.0262 -0.0486
H 0.4010 5.4402 -0.7906
H 0.7600 2.8192 -1.8246
C -1.2030 2.6122 2.4004
O -0.4990 2.6362 1.1434
H -1.2540 1.6872 2.9254
H -2.2680 2.9542 2.3324
H -0.6840 3.1412 3.2154
H 0.4430 2.8732 1.3014
C 1.2160 -4.7978 -1.2556
O 2.2770 -4.1198 -1.7166
H 1.3170 -5.1858 -0.2136
H 0.8910 -5.6078 -1.9106
H 0.1900 -4.3448 -1.2776
H 2.7060 -3.5808 -1.0956

Atomic forces in eV per Å
0.708 -2.409 1.541
-7.573 -0.218 1.776
-0.490 1.947 -1.855
5.875 0.686 -1.525
0.039 0.037 0.210
0.797 0.290 -0.520
0.747 -0.299 0.673
-0.712 -0.627 0.820
1.759 -3.127 4.876
0.757 7.963 2.912
-0.516 0.929 -4.918
-1.235 -5.859 -3.288
-0.758 -0.891 0.042
-0.014 0.295 -0.014
-0.035 -1.557 -0.146
-0.224 2.248 0.298
3.939 0.336 -0.092
-0.326 -5.092 0.490
-4.405 -0.465 -0.738
-1.387 3.106 0.182
0.717 0.692 1.328
-0.127 -0.789 -0.735
2.067 0.900 0.133
0.632 -0.907 -0.597
-5.318 0.903 0.255
1.484 -6.504 1.767
2.960 1.765 2.460
1.191 5.925 -3.651
0.162 0.374 -0.809
0.348 -0.623 0.063
-1.583 0.588 -2.195
0.228 -1.975 1.263
-1.754 -3.806 1.482
1.780 9.230 -3.327
2.947 -1.403 1.009
0.781 -6.115 2.242
-1.116 0.584 0.140
-0.664 1.250 -0.407
-1.530 -0.916 0.225
-0.401 2.018 -0.738
-5.965 -3.274 0.357
5.296 1.860 -5.690
-1.124 0.195 2.408
-0.452 0.177 2.822
0.305 0.232 1.241
-0.341 -0.041 -0.410
2.634 1.039 -0.960
-0.208 -0.092 -1.162
2.231 -0.878 0.132
0.304 0.875 -0.651
0.898 0.963 -0.457
-0.956 1.072 1.060
-0.847 -0.944 0.403
-1.413 -0.688 0.360
2.052 -2.757 -0.227
-1.388 -0.505 -0.114
0.373 0.936 0.741
-0.211 1.278 -0.747
-0.673 1.021 0.299
-0.225 0.666 -0.110
-0.550 1.181 1.296
0.355 0.256 1.609
-0.080 -1.662 -0.631
1.150 -0.107 -0.429
-0.007 0.893 -0.766
-0.727 0.088 -0.181
-3.115 -1.312 1.317
0.322 -0.574 -3.004
0.092 0.000 -0.559
1.192 -0.678 -0.144
0.879 1.182 0.368
0.449 1.112 1.197

***

C16H17BN15PmS2 as an isolated structure, computed with ωB97M-V/def2-TZVPD.

As for the HOMO-LUMO gap (spin up / spin down): 0.2843 / 0.2843 Ha. Its multiplicity is 5. For the max |F|, the calculation gives 1.27 eV/A. For the highest occupied orbital energy (spin up / spin down), the calculation gives -8.04 / -8.04 eV. The energy above the lowest of the compared OMol25 structures with the same formula, charge and spin comes out at 0.0 kcal/mol.

CARTESIAN COORDINATES (ANGSTROEM)
Pm 0.5865 -0.3351 -0.0260
B 1.4458 0.4433 -2.6314
N 0.5225 1.6636 -2.3726
C 0.2260 2.7030 -3.1654
C -0.8148 3.4043 -2.5858
C -1.0989 2.6976 -1.4150
N -0.2913 1.6488 -1.2986
N 0.4832 -0.7084 -3.0041
C 0.2912 -1.2859 -4.1983
C -0.8269 -2.0904 -4.1178
C -1.2684 -1.9348 -2.8046
N -0.4841 -1.0943 -2.1398
H 2.2089 0.6715 -3.5150
H 2.0443 0.1804 -1.5583
H 0.7700 2.8882 -4.0770
H -1.2953 4.2926 -2.9563
H -1.8395 2.9064 -0.6583
H 0.9626 -1.1087 -5.0219
H -1.2566 -2.7023 -4.8907
H -2.1006 -2.4226 -2.3271
N 1.1746 -3.1845 2.4546
C 1.1790 -3.4888 1.1166
N 1.4606 -4.6632 0.5920
N 1.3374 -4.4834 -0.7345
N 0.9959 -3.2792 -1.0043
N 0.8623 -2.5893 0.1671
C 1.4882 -1.9188 2.8959
N 1.7247 -1.6414 4.1649
N 2.0016 -0.3317 4.1791
N 1.9277 0.1626 2.9990
N 1.5905 -0.8238 2.1148
H 1.4041 -3.9361 3.0842
C -2.7493 -2.1528 0.4758
C -2.6546 -0.8656 1.2185
N -1.5947 -0.1053 1.2457
C -1.7890 1.0402 1.9983
C -3.0368 1.1513 2.5207
S -3.9770 -0.2200 2.1148
C -0.6696 1.9556 2.1993
C -0.5643 2.9232 3.1474
S 0.9565 3.6948 3.0304
C 1.3791 2.6636 1.7169
N 0.4417 1.8250 1.4011
C 2.7174 2.6854 1.0702
H -1.7535 -2.5714 0.3290
H -3.1973 -1.9740 -0.5026
H -3.3719 -2.8707 1.0056
H -3.4357 1.9479 3.1265
H -1.2812 3.2102 3.8986
H 3.1631 3.6780 1.0849
H 2.6373 2.3452 0.0364
H 3.3686 1.9996 1.6173

Atomic forces in eV per Å
-0.485 0.667 0.752
-0.318 0.173 -0.177
0.239 0.157 -0.092
-0.040 0.163 0.001
0.005 0.001 -0.014
0.032 -0.001 0.026
-0.112 0.232 -0.205
0.200 0.000 -0.096
0.017 -0.228 -0.053
0.003 0.047 0.007
0.058 -0.012 -0.069
-0.254 -0.131 -0.195
0.159 -0.053 0.018
0.293 0.261 -0.840
0.022 -0.079 0.023
0.010 -0.003 0.004
0.017 -0.028 0.017
0.021 0.083 0.058
0.021 -0.006 0.004
0.022 0.021 0.062
-0.016 -0.138 0.015
-0.102 0.063 -0.455
0.027 -0.023 0.470
-0.076 0.129 -0.212
0.050 -0.220 -0.143
0.255 -1.213 0.298
0.086 0.463 0.080
-0.057 -0.381 -0.083
0.090 0.224 -0.105
0.104 0.027 0.181
-0.055 -0.344 0.521
0.030 0.001 0.017
-0.012 0.063 -0.080
-0.262 0.095 0.223
-0.055 0.066 0.019
-0.270 -0.075 0.066
-0.014 -0.036 0.036
0.298 -0.033 -0.189
0.206 0.193 0.159
-0.010 0.058 -0.027
-0.013 -0.212 -0.240
-0.113 0.298 0.146
-0.083 -0.080 0.000
0.066 -0.093 0.092
-0.006 -0.064 0.017
-0.023 -0.013 0.011
0.034 -0.021 0.025
0.028 -0.020 0.006
0.005 -0.045 -0.003
-0.016 0.004 -0.039
-0.007 0.066 -0.025
0.001 0.000 -0.008

***

C30H50Cl2LuN3O4Si as an isolated structure, computed with ωB97M-V/def2-TZVPD.

As for the HOMO-LUMO gap: 0.1294 Ha. Its multiplicity is 1. For the max |F|, the calculation gives 2.94 eV/A. For the highest occupied orbital energy, the calculation gives -3.48 eV.

CARTESIAN COORDINATES (ANGSTROEM)
C -1.7834 -0.0176 -5.7260
C -1.3996 -0.8927 -4.5687
H -0.8733 0.2393 -6.2998
H -2.2481 0.9134 -5.4015
H -2.5323 -0.4822 -6.3967
C -0.6321 -1.9875 -4.6859
C -0.0422 -2.4263 -5.9643
H -0.4487 -2.6810 -3.8557
H 0.5316 -1.6228 -6.4374
H -0.8219 -2.7107 -6.6744
H 0.6194 -3.2749 -5.7599
Lu 1.8550 0.8609 1.1874
Cl 3.6912 2.4519 1.6134
C 0.8127 -1.6973 2.5104
O 1.8464 -0.9482 2.4952
N 0.6959 -2.8359 3.1801
C 1.8122 -3.3014 3.9952
C -0.5026 -3.6653 2.9139
H -0.1117 -1.4540 1.9432
H 2.0935 -2.4955 4.6883
H 2.6805 -3.5024 3.3473
H 1.5047 -4.2035 4.5415
H -1.3354 -2.9957 2.6359
H -0.8063 -4.2451 3.8012
H -0.3529 -4.3462 2.0520
H 1.3240 4.2241 5.4932
H -0.7389 5.1609 5.1906
C 1.3710 3.5642 4.6305
C -0.5218 5.0955 4.1192
N 0.1844 3.8671 3.8344
H 1.3587 2.5200 4.9646
C -0.0447 3.2248 2.6873
O 0.7544 2.3784 2.2088
H -1.4467 5.0990 3.5350
H -0.9902 3.4781 2.1824
H 2.2965 3.7178 4.0695
H 0.0894 5.9662 3.8331
H 1.2371 0.2800 -3.1916
H 1.9206 -2.6189 -3.5644
C 2.3112 0.1467 -3.3894
C 2.9287 -2.2681 -3.2883
N 2.8486 -0.9737 -2.6133
H 2.8491 1.0684 -3.1451
C 3.0151 -0.8179 -1.2998
O 2.6903 0.2732 -0.7235
H 3.4180 -2.9984 -2.6363
H 3.4337 -1.6683 -0.7261
H 2.4336 -0.0891 -4.4456
H 3.5097 -2.1461 -4.2085
O -1.1123 0.9389 -2.9628
C -1.7666 -0.3383 -3.1976
C -0.3127 -1.7520 -1.6389
C -1.5731 -1.4142 -2.1271
H 0.5229 -1.0902 -1.8795
C -0.1462 -2.9498 -0.9423
H -2.8548 -0.1588 -3.2056
C -2.6714 -2.2032 -1.8007
H 0.8522 -3.2569 -0.6400
C -1.2323 -3.7691 -0.6664
C -2.5056 -3.3792 -1.0976
H -3.6602 -1.8790 -2.1467
H -1.1273 -4.6998 -0.1176
H -3.3733 -4.0108 -0.8824
Si -1.2525 2.5556 -3.2034
Cl -0.3193 0.1594 0.6494
C 0.4872 3.0005 -2.6308
C -2.1453 3.1220 -1.6028
C -1.8967 3.3103 -4.7764
H 1.1938 2.3227 -3.1025
H 0.5007 2.7992 -1.5444
H 0.8648 4.0326 -2.7477
H -1.2698 3.0782 -5.6449
H -1.8399 4.4022 -4.5732
H -2.9466 3.0349 -5.0068
H -1.5255 2.7183 -0.7787
H -3.1690 2.7456 -1.4837
H -2.1623 4.2212 -1.4861
C -3.2532 0.3490 0.5252
C -3.4306 -0.1859 1.8040
C -3.7675 -1.5641 2.0131
C -3.9161 -2.0787 3.2913
C -3.7339 -1.2626 4.4193
C -3.3920 0.0887 4.2446
C -3.2440 0.6221 2.9758
H -3.0275 1.3990 0.3959
H -3.3978 -0.2761 -0.3511
H -3.9164 -2.2015 1.1380
H -4.1850 -3.1301 3.4323
H -3.8604 -1.6764 5.4257
H -3.2540 0.7176 5.1282
H -2.9877 1.6736 2.8348

Atomic forces in eV per Å
0.131 0.025 -0.484
0.835 0.037 0.863
-0.514 -0.046 -0.055
0.169 -0.130 0.099
0.549 -0.060 0.195
-0.683 0.231 0.326
0.216 -0.278 -0.507
-0.165 0.728 -0.115
0.055 -0.083 -0.033
0.137 -0.210 -0.125
-0.098 0.076 -0.454
0.559 0.012 0.779
0.663 0.225 0.034
-0.733 -0.739 0.288
-0.617 -0.557 0.011
0.278 0.400 -0.391
0.095 -0.010 -0.026
-0.291 0.095 -0.187
0.795 0.005 0.406
-0.064 -0.386 -0.108
-0.242 -0.116 0.316
0.215 0.367 -0.186
0.231 -0.213 0.231
0.322 0.381 -0.306
0.214 0.257 0.583
0.226 -0.109 0.064
-0.124 -0.036 -0.267
0.040 -0.189 -0.016
-0.276 0.279 0.057
0.263 -0.556 -0.872
-0.116 0.226 -0.090
0.842 -0.585 -0.002
-1.262 1.508 1.293
0.081 0.154 0.252
0.336 -0.075 -0.037
-0.139 0.097 -0.026
-0.174 -0.239 0.077
0.306 -0.004 0.003
0.310 0.156 0.245
-0.161 -0.008 -0.009
0.102 0.017 0.004
0.079 0.051 0.833
-0.112 -0.288 0.006
-0.728 1.129 -0.296
0.925 -1.912 -1.002
-0.136 0.112 -0.141
-0.223 0.325 -0.374
0.070 0.026 0.037
-0.018 -0.096 0.209
0.083 -2.312 -0.789
-1.140 0.345 0.387
-0.301 -0.215 -0.425
0.486 0.622 -0.127
-0.363 -0.395 0.229
0.243 0.229 -0.005
0.158 0.171 -0.002
-0.095 0.257 -0.478
-0.029 0.042 0.134
-0.484 0.213 -0.247
-0.052 -0.456 0.394
0.341 -0.281 0.172
0.126 0.083 -0.124
0.335 0.265 -0.006
-0.007 0.529 2.891
-0.985 0.463 -1.216
0.498 0.582 -0.320
-0.210 0.269 -0.505
-0.156 0.184 -0.084
0.160 0.241 0.013
-0.050 -0.106 -0.475
-0.303 -0.358 -0.150
-0.134 0.112 0.110
-0.140 -0.542 -0.267
0.577 0.234 0.187
-0.421 0.003 -0.418
0.192 0.085 0.051
-0.044 -0.313 -0.135
-0.945 -0.404 0.749
0.156 0.810 -1.661
0.067 -0.561 0.502
0.101 0.307 -0.243
0.005 -0.358 0.712
0.018 -0.013 -0.384
0.143 -0.235 0.701
0.036 -0.081 -0.023
0.034 0.236 0.115
-0.016 0.161 0.222
0.039 0.242 -0.075
0.021 0.171 -0.368
-0.026 -0.090 -0.219
-0.085 -0.132 0.073

***

Number 1: M 488.50 g/mol, E_tot -1814.39090 a.u.. Number 2: M 639.36 g/mol, E_tot -2870.99782 a.u.. Number 3: M 790.71 g/mol, E_tot -4083.88427 a.u..